Here is the ion C9H14N2O with charge +2 in a non-equilibrium geometry from the OMol25 dataset. Energies are from ωB97M-V with the def2-TZVPD basis set.

Geometry (Å):
C  2.390  -0.428  -1.448
C  1.473  -0.086  -0.223
C  2.257  0.926  0.671
C  1.052  -1.344  0.601
N  0.369  0.672  -0.792
O  0.517  1.570  -1.560
C  -0.951  0.468  -0.355
C  -1.386  1.128  0.774
C  -2.615  0.862  1.299
N  -3.421  -0.041  0.687
C  -2.989  -0.784  -0.365
C  -1.711  -0.534  -0.969
H  1.928  -1.194  -2.096
H  2.573  0.391  -2.036
H  3.377  -0.825  -1.108
H  1.760  1.409  1.589
H  2.631  1.735  0.048
H  3.196  0.500  1.145
H  0.600  -1.045  1.557
H  0.407  -1.810  -0.008
H  1.910  -1.967  0.859
H  -0.585  1.581  1.325
H  -3.125  1.395  2.137
H  -4.466  -0.062  0.996
H  -3.683  -1.580  -0.846
H  -1.509  -0.938  -1.884

- multiplicity = 1
- energy (a.u.) = -535.3113
- largest force on an atom (eV/A) = 4.74
- energy above the lowest of the compared OMol25 structures with the same formula, charge and spin (kJ/mol) = 78.31
- orbital gap (eV) = 8.9
- HOMO (eV) = -19.395
- net charge = +2

Atomic partial charges in e from the natural (NBO) method, atoms 1 to 4: -0.6048 0.0628 -0.6362 -0.6075

---

Here is an isolated molecule of C9H14N2OSi in a non-equilibrium geometry from the OMol25 dataset. Energies are from ωB97M-V with the def2-TZVPD basis set.

Geometry (Å):
C  -0.597  -2.268  -0.529
C  1.906  -0.941  0.200
C  0.921  -0.428  -0.706
C  2.811  0.053  0.192
C  4.036  0.206  0.890
C  -1.452  1.829  -1.337
C  -3.491  -0.263  -0.283
C  -1.108  0.424  1.652
C  -0.456  -0.924  -0.979
N  -0.662  -3.287  -0.066
N  1.279  0.655  -1.291
O  2.527  0.983  -0.708
Si  -1.678  0.313  -0.153
H  1.827  -1.800  0.862
H  4.345  1.034  1.528
H  3.968  -0.603  1.644
H  4.888  -0.199  0.239
H  -0.350  2.139  -1.441
H  -1.793  1.542  -2.305
H  -1.951  2.629  -0.933
H  -3.402  -1.360  -0.187
H  -3.867  -0.030  0.712
H  -4.112  0.074  -1.083
H  -0.774  1.397  1.964
H  -1.826  0.239  2.329
H  -0.318  -0.360  1.868
H  -0.669  -1.055  -2.078

- multiplicity = 3
- energy (a.u.) = -825.3545
- largest force on an atom (eV/A) = 6.90
- orbital gap (alpha / beta) (eV) = 5.9 / 7.0
- HOMO (alpha / beta) (eV) = -5.156 / -9.942
- net charge = 0

Atomic partial charges in e from the natural (NBO) method, atoms 1 to 4: 0.3037 -0.1532 0.0372 0.2742

---

Here is the ion C9H14N3S with charge +1 in a non-equilibrium geometry from the OMol25 dataset. Energies are from ωB97M-V with the def2-TZVPD basis set.

Geometry (Å):
C  1.708  -1.329  -0.927
C  2.512  -1.715  -0.071
C  3.239  -1.847  1.099
C  2.705  -1.738  2.320
C  0.431  0.605  1.290
C  -0.951  -1.297  0.680
C  0.179  1.131  -0.171
C  -1.061  -0.897  -0.708
C  -1.393  1.171  -2.137
N  0.582  -3.153  2.280
N  0.323  -0.803  1.275
N  -1.138  0.613  -0.764
S  0.921  -1.827  2.642
H  4.276  -1.969  0.862
H  3.114  -1.785  3.245
H  1.483  0.764  1.638
H  -0.295  0.969  2.063
H  -1.685  -0.937  1.443
H  -0.816  -2.406  0.632
H  0.147  2.220  -0.162
H  1.002  0.603  -0.711
H  0.009  -0.987  -1.137
H  -1.911  -1.251  -1.247
H  -1.129  2.187  -2.307
H  -1.012  0.471  -2.895
H  -2.488  1.101  -2.301
H  -1.977  0.884  -0.151

- multiplicity = 1
- energy (a.u.) = -913.1559
- largest force on an atom (eV/A) = 6.41
- energy above the lowest of the compared OMol25 structures with the same formula, charge and spin (kJ/mol) = 922.25
- orbital gap (alpha / beta) (eV) = 6.5 / 7.8
- HOMO (alpha / beta) (eV) = -12.567 / -12.561
- net charge = +1

Atomic partial charges in e from the natural (NBO) method, atoms 1 to 4: -0.1352 -0.1317 -0.2110 -0.3934

---

Here is an isolated molecule of C9H14N4O4 in a non-equilibrium geometry from the OMol25 dataset. Energies are from ωB97M-V with the def2-TZVPD basis set.

Geometry (Å):
N  4.084  0.702  0.525
C  2.802  0.176  0.056
C  3.116  -1.321  -0.266
O  4.012  -1.365  -1.294
C  1.662  0.222  1.226
O  2.027  0.265  2.375
N  0.362  0.134  0.760
C  -0.145  0.614  -0.597
C  -1.177  -0.407  -1.231
C  -2.551  -0.621  -0.401
C  -3.809  -0.988  -0.726
N  -4.566  -0.705  0.405
C  -3.681  -0.470  1.507
N  -2.415  -0.477  0.971
C  -0.749  2.048  -0.536
O  -0.039  3.004  -0.592
O  -2.050  2.162  -0.307
H  4.248  0.461  1.501
H  3.910  1.710  0.658
H  2.558  0.905  -0.714
H  2.229  -1.847  -0.678
H  3.484  -1.831  0.653
H  4.651  -0.628  -1.110
H  -0.477  0.295  1.344
H  0.765  0.741  -1.274
H  -1.332  -0.402  -2.356
H  -0.713  -1.408  -0.943
H  -4.170  -1.271  -1.670
H  -5.530  -0.927  0.445
H  -4.034  -0.076  2.443
H  -2.472  1.306  -0.174

- multiplicity = 1
- energy (a.u.) = -871.2982
- largest force on an atom (eV/A) = 5.00
- energy above the lowest of the compared OMol25 structures with the same formula, charge and spin (kJ/mol) = 260.92
- orbital gap (eV) = 9.5
- HOMO (eV) = -9.221
- net charge = 0

Atomic partial charges in e from the natural (NBO) method, atoms 1 to 4: -0.8414 -0.1754 -0.0569 -0.7205

---

Here is the ion C9H14NO2 with charge +1 in a non-equilibrium geometry from the OMol25 dataset. Energies are from ωB97M-V with the def2-TZVPD basis set.

Geometry (Å):
C  3.319  0.047  1.394
O  1.964  0.321  1.764
C  1.210  -0.771  2.336
C  -0.234  -0.333  2.053
C  -1.167  -1.286  1.610
C  -2.433  -0.886  1.173
C  -2.783  0.470  1.158
C  -1.804  1.434  1.455
C  -0.538  1.030  1.918
N  1.675  -0.748  3.693
C  2.547  -1.851  4.255
O  0.706  -0.335  4.763
H  3.859  0.991  1.335
H  3.835  -0.593  2.116
H  3.316  -0.410  0.405
H  1.441  -1.732  1.809
H  -0.835  -2.312  1.559
H  -3.176  -1.621  0.845
H  -3.804  0.794  0.877
H  -2.028  2.498  1.336
H  0.233  1.781  2.051
H  2.236  0.138  3.763
H  2.844  -2.726  3.633
H  3.431  -1.280  4.583
H  2.030  -2.242  5.136
H  -0.211  -0.279  4.443

- multiplicity = 1
- energy (a.u.) = -556.2116
- largest force on an atom (eV/A) = 4.28
- energy above the lowest of the compared OMol25 structures with the same formula, charge and spin (kJ/mol) = 196.44
- orbital gap (eV) = 9.5
- HOMO (eV) = -12.897
- net charge = +1

Atomic partial charges in e from the natural (NBO) method, atoms 1 to 4: -0.2696 -0.5330 0.2046 -0.1405

---

Here is a cluster of 2 separate species, C9H14O in total in a non-equilibrium geometry from the OMol25 dataset. Energies are from ωB97M-V with the def2-TZVPD basis set.

Geometry (Å):
C  0.840  -3.340  0.931
C  2.327  -3.013  0.988
H  0.326  -2.909  1.784
H  0.398  -2.893  0.049
H  0.657  -4.414  0.888
H  2.479  -1.934  0.939
H  2.887  -3.499  0.204
H  2.780  -3.393  1.890
C  0.339  3.331  -1.881
C  -1.648  0.334  0.492
C  -2.411  1.165  -0.318
C  -0.280  0.434  0.555
C  -1.731  2.240  -0.966
C  0.396  1.446  -0.209
C  -0.356  2.339  -0.977
O  -2.246  -0.795  1.070
H  -3.477  1.057  -0.228
H  -2.478  -0.654  1.998
H  0.204  -0.441  0.961
H  -2.261  2.939  -1.615
H  1.487  1.460  -0.132
H  1.265  2.829  -2.203
H  0.646  4.242  -1.368
H  -0.144  3.470  -2.851

- multiplicity = 2
- energy (a.u.) = -426.5093
- largest force on an atom (eV/A) = 1.46
- energy above the lowest of the compared OMol25 structures with the same formula, charge and spin (kJ/mol) = 39.42
- orbital gap (alpha / beta) (eV) = 2.8 / 7.3
- HOMO (alpha / beta) (eV) = 0.871 / -3.682
- net charge = -1

Atomic partial charges in e from the natural (NBO) method, atoms 1 to 4: -0.6155 -0.6083 0.2110 0.2209